Arrangement P

2 unconnected molecules or ions with the total composition C8H13N. Source: the OMol25 dataset; level of theory: the ωB97M-V functional and the def2-TZVPD basis.

Structure (XYZ):
```
22
Properties=species:S:1:pos:R:3:nbo_charge:R:1
C 2.01011 -0.26875 0.27994 -0.26
C 0.80555 -0.08032 0.24717 -0.04
C -0.24864 1.07059 0.35342 0.07
C -0.82404 1.30144 -1.04736 -0.61
C 0.47945 2.31414 0.86710 -0.59
N -1.32088 0.74448 1.24802 -0.82
H 3.02062 -0.57270 0.33535 0.23
H -0.03184 1.55629 -1.74904 0.21
H -1.32949 0.40614 -1.40326 0.22
H -1.54875 2.11205 -1.00748 0.22
H 0.89724 2.13105 1.85602 0.21
H -0.22068 3.14704 0.93353 0.22
H 1.29394 2.57693 0.19325 0.22
H -0.97173 0.62977 2.19567 0.36
H -1.73898 -0.16747 0.96753 0.38
C -1.28838 -1.99032 0.44416 -0.33
C -0.20628 -1.92967 -0.14870 0.04
C 0.64061 -2.51785 -1.19967 -0.67
H -2.01979 -2.49681 1.02425 0.25
H 1.60567 -2.79093 -0.76888 0.23
H 0.15881 -3.39127 -1.63922 0.23
H 0.83747 -1.78382 -1.98179 0.24
```

Summary:
highest occupied orbital energy: -8.33 eV
SMILES: C#CC(C)(C)N.C#CC

---

Arrangement Q

C8H13N in the gas phase. Source: the OMol25 dataset; level of theory: the ωB97M-V functional and the def2-TZVPD basis.

Structure (XYZ):
```
22
Properties=species:S:1:pos:R:3:nbo_charge:R:1
C -3.00794 -0.53850 -0.04721 -0.65
C -1.56676 -0.32790 0.28146 -0.02
C -0.73294 -1.30640 -0.06448 -0.21
C 0.83131 -1.29925 -0.08068 -0.24
C 1.62324 -0.25590 -0.10664 0.02
C 3.16276 -0.43480 0.12944 -0.61
C 1.09243 1.14725 0.12555 -0.26
N -0.06240 1.60123 -0.42994 -0.59
C -1.22549 1.19051 0.32098 -0.23
H -3.73489 -0.26454 0.81566 0.21
H -3.24117 0.12689 -0.89902 0.20
H -3.57975 -1.53366 -0.38468 0.23
H -1.22279 -2.11814 -0.35543 0.19
H 1.10556 -2.39250 0.06941 0.20
H 3.72663 -0.28097 0.92157 0.21
H 3.49260 -1.45266 -0.38234 0.22
H 3.58727 0.55935 -0.53414 0.18
H 1.79993 1.66618 -0.33453 0.19
H 1.00298 1.04401 1.16464 0.21
H -0.15290 1.36536 -1.37504 0.36
H -2.18416 1.48723 -0.30541 0.19
H -1.22210 1.53482 1.25837 0.19
```

Summary:
highest occupied orbital energy: -8.37 eV
SMILES: CC1=CC=C(C)CNC1

---

Arrangement R

A molecular structure, C8H13N. Source: the OMol25 dataset; level of theory: the ωB97M-V functional and the def2-TZVPD basis.

Structure (XYZ):
```
22
Properties=species:S:1:pos:R:3:nbo_charge:R:1
C -0.05762 1.76430 -0.53429 -0.36
C 1.32758 1.14892 0.19858 -0.45
C 1.45012 -0.43747 0.61602 0.04
C 0.06435 -0.46175 -0.66375 -0.15
C -0.66611 0.38819 0.85246 -0.21
C -1.55551 0.81637 -0.22963 -0.29
C -1.81990 -0.89851 -0.05862 -0.35
C -0.35044 -1.34408 0.40349 -0.32
H 0.09864 1.66889 -1.67103 0.22
H -0.03921 2.80660 -0.09277 0.20
H 2.12844 1.35906 -0.46764 0.22
H 1.69545 1.67876 1.10656 0.20
H 2.26485 -0.77381 1.31169 0.19
H 1.48722 -2.13864 -0.56472 0.33
H -0.38609 -0.63152 -1.68503 0.19
H -1.09419 -0.10597 1.70480 0.20
H -0.08412 1.06277 1.42958 0.20
H -2.35501 1.41296 0.11389 0.20
H -2.10790 -1.32364 -0.95510 0.20
H -2.54412 -1.04140 0.73373 0.20
H 0.01310 -2.38819 0.02937 0.17
N 1.50974 -1.06310 -0.64270 -0.62
```

Summary:
highest occupied orbital energy: -6.57 eV

---

Most stable structure, least stable structure: arrangement Q, arrangement R.

---

Arrangement P

2 unconnected molecules or ions with the total composition C3H5F. Source: the OMol25 dataset; level of theory: the ωB97M-V functional and the def2-TZVPD basis.

Structure (XYZ):
```
9
Properties=species:S:1:pos:R:3:nbo_charge:R:1
C -0.84973 -0.85397 -0.11921 -0.40
C -0.78631 0.16923 -0.99189 -0.36
C 1.69917 1.05159 0.98417 0.29
F 2.44933 -0.03591 1.07301 -0.32
H -1.02647 -1.78530 -0.56760 0.21
H -0.48358 -0.58427 0.89455 0.19
H -1.18048 -0.03031 -2.04268 0.18
H 0.88036 0.90650 1.63957 0.03
H -0.70229 1.16244 -0.86991 0.19
```

Summary:
highest occupied orbital energy: -9.60 eV

---

Arrangement Q

C3H5F in the gas phase. Source: the OMol25 dataset; level of theory: the ωB97M-V functional and the def2-TZVPD basis.

Structure (XYZ):
```
9
Properties=species:S:1:pos:R:3:nbo_charge:R:1
C 0.70407 0.02395 0.90719 -0.69
C 0.34695 -0.50138 -0.33816 -0.31
C -0.64352 0.19814 -1.11805 0.25
F -1.49966 1.26328 -0.81966 -0.36
H -0.36735 0.53774 1.36230 0.23
H 1.60006 0.63213 1.21438 0.25
H 0.41118 -0.65769 1.76177 0.24
H 0.63429 -1.36560 -0.94741 0.23
H -1.18602 -0.13056 -2.02237 0.17
```

Summary:
highest occupied orbital energy: -9.35 eV
SMILES: C/C=C\F

---

Most stable structure, least stable structure: arrangement Q, arrangement P.

---

Arrangement P

C4H8N2S in the gas phase. Source: the OMol25 dataset; level of theory: the ωB97M-V functional and the def2-TZVPD basis.

Structure (XYZ):
```
15
Properties=species:S:1:pos:R:3:nbo_charge:R:1
C -1.51582 0.76126 0.84374 -0.40
N -0.58950 -0.00745 0.04827 -0.42
C -1.33950 -0.87930 -0.89274 -0.42
C 0.82265 0.19651 0.11720 0.33
N 1.70945 -0.66066 -0.33132 -0.52
C 2.95565 -0.02403 -0.24107 -0.13
S 4.25268 -0.94058 -0.57286 -0.02
H -1.01865 1.50783 1.35986 0.20
H -1.84723 -0.10121 1.53035 0.20
H -2.55294 1.29873 0.41638 0.21
H -0.70999 -1.68543 -1.34774 0.25
H -2.00986 -0.11465 -1.57873 0.20
H -2.11351 -1.46916 -0.34611 0.20
H 1.07359 1.12070 0.80863 0.16
H 2.88299 0.99743 0.18615 0.17
```

Summary:
highest occupied orbital energy: -8.26 eV
SMILES: CN(C)/C=N/C=S

---

Arrangement Q

2 unconnected molecules or ions with the total composition C4H8N2S. Source: the OMol25 dataset; level of theory: the ωB97M-V functional and the def2-TZVPD basis.

Structure (XYZ):
```
15
Properties=species:S:1:pos:R:3:nbo_charge:R:1
C -0.78266 -0.62494 0.15340 -0.43
C -0.39899 -0.27474 -1.31243 -0.25
C 0.49746 0.07269 0.69243 -0.26
C 2.13765 0.39452 -0.92859 0.25
H -3.44300 -1.62390 1.00865 0.11
H -0.79802 -1.76715 0.32947 0.24
H 0.08603 -1.06452 -1.97603 0.20
H -1.07453 0.41390 -1.98625 0.22
H 0.60081 0.68732 1.60606 0.23
H 1.25721 -0.79932 0.96815 0.22
H 2.38713 0.40982 -1.97003 0.17
H 3.80151 -0.16155 -0.41761 0.35
N 0.64685 0.76793 -0.67073 -0.43
N 2.92113 0.27534 0.12469 -0.65
S -2.28210 -0.05016 0.91444 0.02
```

Summary:
highest occupied orbital energy: -9.05 eV

---

Most stable structure, least stable structure: arrangement P, arrangement Q.

---

Arrangement P

2 unconnected molecules or ions with the total composition C9H15N. Source: the OMol25 dataset; level of theory: the ωB97M-V functional and the def2-TZVPD basis.

Structure (XYZ):
```
25
Properties=species:S:1:pos:R:3:nbo_charge:R:1
C 3.45596 1.19057 -1.05005 -0.44
C 3.98070 0.24162 -0.27971 -0.16
C 3.32343 -0.61031 0.64001 -0.50
C 2.03510 -0.57732 0.82656 0.50
N 0.82730 -0.67386 0.89163 -0.62
H 4.13527 1.72916 -1.62187 0.19
H 2.43801 1.11530 -1.42044 0.20
H 5.01408 0.05774 -0.25567 0.20
H 3.88422 -1.41200 1.01190 0.25
H 0.30593 -0.19019 1.54030 0.38
C -1.60267 1.62394 1.05357 -0.65
C -1.51042 0.83316 -0.18350 -0.21
C -2.06820 -0.39072 -0.41569 0.04
C -1.75683 -1.12180 -1.66226 -0.65
C -2.84492 -1.06832 0.67036 -0.66
H -0.72094 1.62341 1.71536 0.20
H -2.43308 1.28774 1.69140 0.20
H -1.86772 2.67533 0.93857 0.22
H -0.80533 1.34278 -0.72895 0.19
H -2.52199 -1.41924 -2.35127 0.22
H -1.13318 -1.93932 -1.38394 0.22
H -1.13956 -0.50495 -2.35932 0.22
H -2.95182 -2.04942 0.26727 0.22
H -3.75394 -0.51019 0.90474 0.23
H -2.28939 -1.25313 1.56099 0.21
```

Summary:
highest occupied orbital energy: -8.05 eV
SMILES: C=CC=C=N.CC=C(C)C

---

Arrangement Q

C9H15N in the gas phase. Source: the OMol25 dataset; level of theory: the ωB97M-V functional and the def2-TZVPD basis.

Structure (XYZ):
```
25
Properties=species:S:1:pos:R:3:nbo_charge:R:1
C 2.25273 0.55227 -0.61609 -0.61
C 1.50045 -0.19105 0.47448 -0.20
C 0.88786 -1.53577 0.00827 -0.40
C -0.54020 -1.39753 -0.58604 -0.22
C -1.69501 -1.37313 0.45550 -0.40
C -1.95491 0.04833 0.02801 -0.24
C -0.89389 -0.02306 -1.04205 -0.25
C -0.70810 0.92190 0.11033 0.12
N -0.86848 2.34295 -0.20168 -0.82
C 0.41153 0.69104 1.09075 -0.43
H 3.25192 0.08847 -0.90005 0.21
H 2.43788 1.58290 -0.23987 0.21
H 1.64177 0.60185 -1.54631 0.20
H 2.29786 -0.38149 1.28387 0.20
H 0.85649 -2.23940 0.86928 0.21
H 1.57791 -1.92311 -0.74652 0.21
H -0.75906 -2.13284 -1.34270 0.22
H -2.54711 -2.05301 0.21971 0.22
H -1.40949 -1.46013 1.52911 0.20
H -2.95765 0.50695 -0.00925 0.21
H -0.81849 0.35138 -2.07519 0.22
H -1.19018 2.72717 0.74136 0.36
H -1.57524 2.48898 -0.91574 0.36
H 0.02722 0.15132 1.97705 0.20
H 0.77421 1.65501 1.43377 0.22
```

Summary:
highest occupied orbital energy: -8.62 eV
SMILES: C[C@@H]1C[C@H]2C[C@@H]3[C@H]2[C@]3(N)C1

---

Most stable structure, least stable structure: arrangement Q, arrangement P.